This record from the Open Molecules 2025 dataset describes a molecular structure, C56H48FGeOP3PtS at a distorted geometry. The level of theory is ωB97M-V/def2-TZVPD.

Calculated values
Calculated total energy   -162040.6524 eV
Total charge   +4
HOMO energy (spin up / spin down)   -17.6 / -17.6 eV
Max |F|   3.11 eV/A
Lowest unoccupied orbital energy (spin up / spin down)   -0.51815 / -0.51783 hartree

Last column: Mulliken charge in e.
Positions of all 112 atoms, in Å:
C: -3.06 -1.28 -0.20  0.783
H: -1.50 4.38 -0.30  0.181
Ge: -0.37 1.74 1.99  1.251
H: -3.77 -3.93 4.69  0.462
H: 1.55 -5.46 -0.56  0.484
H: -0.86 1.93 -3.72  0.202
H: 0.91 2.68 4.65  0.592
C: -2.83 2.47 3.37  -0.220
H: 3.75 -5.77 0.51  0.525
C: -3.70 1.26 -1.50  1.160
C: 1.14 1.63 4.58  -0.962
C: 3.17 -4.90 0.74  -0.777
P: 0.46 -1.40 1.88  0.269
H: -4.27 -1.26 1.58  0.452
H: 5.31 -4.11 -1.72  0.497
C: -5.33 2.54 -3.36  -0.664
H: 1.20 -0.06 -6.26  0.518
F: -0.02 3.48 2.02  -0.454
H: 2.74 3.68 -4.88  0.527
C: 5.14 -3.11 -2.10  -0.590
C: 3.85 -1.08 -2.14  0.894
C: 5.77 -1.31 -3.56  -0.874
C: 3.67 -3.93 1.60  -1.017
H: 4.54 0.43 -3.53  0.479
H: -4.02 -0.51 -2.70  0.456
C: 3.34 1.33 -0.56  0.291
H: -0.68 3.66 -4.01  0.605
H: 2.60 -0.87 6.32  0.501
H: 2.84 2.81 -2.58  0.473
Pt: 0.87 0.44 0.28  4.481
C: 4.15 3.30 1.18  -1.132
C: -3.28 1.29 1.32  0.212
H: -6.16 2.19 2.85  0.514
H: -2.20 -5.31 3.38  0.547
C: 1.55 0.56 -5.45  -0.821
C: -5.10 2.07 2.69  -0.984
C: 4.70 -0.55 -3.12  -1.181
H: 4.64 -4.06 2.04  0.494
H: -1.80 -0.39 3.35  0.165
C: -2.93 -3.37 -1.37  -0.896
H: 1.86 -2.17 4.36  0.670
C: -1.04 2.92 -3.31  -1.103
H: -2.12 2.89 4.07  0.516
H: 3.41 -2.77 -0.89  0.277
H: 5.23 1.61 -1.56  0.607
H: -5.48 0.62 -4.31  0.529
C: 1.68 -1.10 4.40  -0.432
C: -4.65 1.42 1.55  0.229
H: 5.90 3.44 -0.03  0.490
H: -3.59 -1.47 4.64  0.583
C: -4.22 0.54 -2.59  -0.877
C: -0.89 4.63 -1.15  -1.114
C: -1.11 -3.64 2.61  -0.834
C: -3.79 -3.94 -0.44  -0.772
H: -0.10 5.31 -0.82  0.473
H: -5.94 3.04 -4.09  0.489
H: -4.10 -4.96 -0.54  0.508
H: 4.47 4.07 1.87  0.517
C: 1.05 -0.46 3.34  -0.272
C: -4.19 2.59 3.60  -0.937
H: 0.20 -3.46 -0.04  0.373
H: -1.86 -1.61 -1.96  0.761
C: -3.89 -1.85 0.76  -0.591
H: -2.10 3.06 -3.13  0.342
O: -0.67 2.00 -0.87  -1.163
H: 6.44 -0.89 -4.31  0.458
C: 2.52 1.72 0.50  -0.081
P: -2.69 0.50 -0.22  1.547
C: -3.99 2.63 -1.37  -0.752
H: -5.36 1.04 0.83  0.613
C: 1.96 1.86 -5.71  -0.723
C: 1.61 0.06 -4.17  -1.110
C: -2.38 1.82 2.23  -0.841
C: 2.10 0.86 -3.13  1.373
P: 2.52 0.04 -1.57  0.198
C: 1.81 0.98 5.61  -0.921
C: 2.91 2.69 1.39  -0.920
C: -2.90 -2.07 4.07  -0.826
C: 4.96 2.93 0.12  -0.936
C: 2.41 2.68 -4.67  -0.970
H: -5.07 4.29 -2.15  0.503
H: 6.80 -3.19 -3.46  0.446
C: 1.92 -4.73 0.14  -0.704
H: 2.32 3.00 2.24  0.526
H: 2.12 1.55 6.48  0.508
H: -3.59 3.17 -0.52  0.476
H: -0.42 -4.25 2.07  0.616
C: -2.54 -2.05 -1.24  -0.804
H: -4.54 3.11 4.48  0.524
C: -0.98 -2.25 2.63  1.265
C: -2.12 -4.23 3.35  -0.802
H: 1.94 2.25 -6.72  0.463
H: -4.95 -3.61 1.34  0.550
C: 0.75 0.90 3.46  0.770
S: -0.10 3.12 -1.77  0.854
H: 1.32 -0.96 -3.96  0.427
C: 5.99 -2.59 -3.07  -0.795
H: -2.56 -3.96 -2.19  0.561
C: 2.92 -2.81 1.91  -0.879
C: -4.82 3.25 -2.28  -0.739
H: 3.32 -2.06 2.57  0.652
C: 4.58 1.92 -0.75  0.014
H: -1.47 5.10 -1.94  0.508
C: 2.46 2.19 -3.38  -0.042
C: 2.08 -0.38 5.52  -0.981
C: -4.26 -3.17 0.62  -0.709
C: -5.04 1.18 -3.49  -0.749
C: 1.63 -2.68 1.38  1.219
C: 1.16 -3.61 0.44  -1.103
C: 4.07 -2.35 -1.63  0.008
C: -1.89 -1.47 3.34  -0.508
C: -3.01 -3.46 4.09  -0.893